1.
C4H7NO2 | ωB97M-V/def2-TZVPD

The geometry in ORCA input format:
```
! wB97M-V def2-TZVPD RIJCOSX def2/J DEFGRID3
* xyz 0 1
C 0.388 1.403 0.672
C 0.528 0.250 -0.285
C 1.403 -1.330 0.468
O 2.118 -1.143 1.370
C -0.570 -0.518 -0.739
O -0.307 -1.677 -1.256
N -1.863 -0.248 -0.427
H -0.457 1.252 1.354
H 1.289 1.461 1.296
H 0.263 2.375 0.179
H 1.328 0.335 -1.022
H 0.590 -1.957 -0.587
H -2.152 0.706 -0.284
H -2.558 -0.909 -0.739
*
```

Summary:
LUMO energy (eV): 0.820
HOMO-LUMO gap (eV): 8.65
DFT total energy (Eh): -361.79126



2.
C4H11NO2S | ωB97M-V/def2-TZVPD

The geometry in ORCA input format:
```
! wB97M-V def2-TZVPD RIJCOSX def2/J DEFGRID3
* xyz 0 1
O 2.117 2.132 2.434
C 1.195 2.264 1.676
N 1.225 1.781 0.397
C 0.047 1.813 -0.496
C -0.704 0.441 -0.427
C -1.038 -0.154 -1.791
S -0.804 -1.982 -1.773
H 0.260 2.797 1.896
H 1.932 1.091 0.229
H -0.522 2.673 -0.168
H 0.467 1.933 -1.494
H -0.084 -0.220 0.167
H -1.601 0.585 0.184
H -1.947 0.161 -2.304
H -0.304 0.142 -2.549
H -1.428 -2.340 -0.643
O -0.729 -2.838 1.606
H -0.916 -3.605 2.155
H 0.010 -3.077 0.994
*
```

Summary:
LUMO energy (eV): 0.552
Structure (SMILES): O=CNCCCS.O
HOMO-LUMO gap (eV): 9.78
DFT total energy (Eh): -762.41770



3.
C39H72BrN4O18P3S2 | ωB97M-V/def2-TZVPD

The geometry in ORCA input format:
```
! wB97M-V def2-TZVPD RIJCOSX def2/J DEFGRID3
* xyz 0 1
C -4.573 2.129 -3.215
C -3.967 1.762 -4.337
C -3.024 1.567 -5.658
C -1.462 1.541 -5.137
C -0.595 0.323 -5.751
C 0.136 -0.661 -4.712
P -1.280 -1.199 -3.532
N -2.703 -1.294 -4.304
O -1.511 -0.083 -2.214
O -1.081 -2.736 -2.800
C 1.424 0.013 -3.907
C 1.717 -0.997 -2.738
C 3.076 -1.229 -1.969
C 3.042 -0.345 -0.574
C 2.677 -1.229 0.725
O 3.155 -0.504 1.926
C 2.512 0.773 2.042
C 0.895 0.993 2.071
O 3.208 1.852 2.174
C 2.555 0.600 -4.887
C 4.020 0.881 -4.292
C 4.088 1.734 -2.904
S 4.928 3.384 -3.057
C 3.602 4.667 -2.953
N 2.273 4.221 -2.579
N 1.376 5.264 -2.577
C 2.207 6.393 -2.966
O 3.603 6.078 -3.211
C 2.149 2.111 -5.424
C 2.333 2.359 -6.999
N 2.092 3.855 -7.215
C 3.150 4.420 -8.145
C 4.516 4.779 -7.302
C 0.784 4.098 -7.878
C 0.510 4.029 -9.473
O -0.203 4.437 -7.138
C 2.745 -0.463 -6.116
C 4.152 -0.451 -6.877
C 5.235 -1.563 -6.432
O 5.105 -2.827 -6.622
Br 7.012 -1.086 -5.586
O 2.480 -1.868 -5.711
S 0.781 -2.092 -5.779
O 0.563 -3.452 -5.157
O 0.214 -2.143 -7.166
H -5.033 2.761 -2.359
H -3.333 0.579 -6.154
H -3.237 2.470 -6.339
H -1.364 1.708 -4.006
H -1.015 2.514 -5.614
H -1.381 -0.329 -6.323
H 0.081 0.748 -6.590
H -3.075 -2.260 -4.218
H -1.489 -0.608 -1.368
H -0.495 -2.574 -2.004
H 0.929 0.964 -3.431
H 0.959 -0.739 -1.877
H 1.380 -2.073 -3.060
H 3.069 -2.324 -1.548
H 4.071 -1.158 -2.524
H 4.050 0.179 -0.361
H 2.260 0.517 -0.687
H 1.555 -1.427 0.880
H 3.320 -2.200 0.695
H 0.610 2.095 1.819
H 0.507 0.782 3.150
H 0.377 0.294 1.319
H 4.714 -0.030 -4.211
H 4.547 1.591 -5.061
H 4.747 1.098 -2.180
H 3.037 1.759 -2.443
H 1.650 7.389 -3.058
H 1.080 2.413 -5.136
H 2.816 2.939 -4.938
H 3.384 2.165 -7.420
H 1.583 1.824 -7.687
H 3.393 3.679 -9.000
H 2.766 5.449 -8.542
H 4.258 5.284 -6.285
H 5.108 5.514 -7.966
H 5.072 3.767 -7.144
H 0.753 5.098 -9.878
H 1.217 3.307 -10.019
H -0.607 3.864 -9.677
H 1.934 -0.292 -6.942
H 3.923 -0.711 -7.996
H 4.712 0.549 -6.926
C -3.792 -0.422 7.415
C -4.252 -0.985 6.081
O -4.593 0.048 5.166
P -3.347 0.962 4.564
O -2.906 -0.073 3.516
O -4.191 1.858 3.450
C -3.921 1.790 2.053
C -4.838 0.787 1.383
O -3.780 2.141 5.736
C -4.733 3.178 5.528
C -6.166 2.682 5.436
H -2.847 0.121 7.305
H -3.640 -1.223 8.142
H -4.525 0.285 7.813
H -3.481 -1.629 5.646
H -5.147 -1.592 6.233
H -2.866 1.576 1.863
H -4.115 2.784 1.639
H -4.792 -0.197 1.861
H -4.588 0.673 0.326
H -5.881 1.114 1.461
H -4.455 3.793 4.669
H -4.659 3.837 6.399
H -6.321 2.015 4.587
H -6.851 3.527 5.325
H -6.438 2.122 6.334
C -1.255 -4.717 6.391
C -1.439 -5.956 7.248
O -0.966 -5.752 8.574
P -1.845 -4.725 9.536
O -2.934 -5.755 9.876
O -1.042 -4.952 10.972
C -1.680 -5.490 12.125
C -1.467 -6.988 12.201
O -0.672 -3.533 9.143
C 0.530 -3.307 9.872
C 1.552 -4.421 9.728
H -1.889 -3.897 6.746
H -1.518 -4.922 5.350
H -0.221 -4.365 6.432
H -2.491 -6.259 7.271
H -0.863 -6.782 6.823
H -2.740 -5.222 12.153
H -1.218 -5.018 12.997
H -1.779 -7.495 11.282
H -2.015 -7.419 13.041
H -0.402 -7.214 12.327
H 0.311 -3.084 10.919
H 0.967 -2.391 9.460
H 1.188 -5.372 10.118
H 2.467 -4.166 10.270
H 1.799 -4.582 8.675
*
```

Summary:
LUMO energy (eV): -2.067
Structure (SMILES): C#CCCC[C@]1(P(=N)(O)O)[C@@H](CCCCOC(C)=O)[C@](CCSc2nnco2)(CCN(CC)C(C)=O)[C@@H](CC(=O)Br)OS1(=O)=O.CCOP(=O)(OCC)OCC.CCOP(=O)(OCC)OCC
HOMO-LUMO gap (eV): 6.76
DFT total energy (Eh): -7496.38360